# 1
15
Properties=species:S:1:pos:R:3 method="wB97M-V/def2-TZVPD" e_homo_ev=-7.3 e_tot_ev=-7827.6567 relative_energy_kcal_mol=107.5 gap_ev=8.339
C 1.80 0.18 0.76
N 0.70 0.30 0.06
C -0.52 1.08 0.38
C -1.16 0.49 -0.91
O -2.34 -0.26 -0.74
C 0.14 -0.24 -1.04
H 1.89 0.73 1.69
H 0.75 -1.99 1.02
H 2.61 -0.43 0.37
H -0.32 2.16 0.40
H -0.98 0.75 1.31
H -1.40 1.24 -1.67
H -2.08 -1.07 -0.27
H 0.27 -2.09 0.45
H 0.64 -0.84 -1.79

# 2
15
Properties=species:S:1:pos:R:3 method="wB97M-V/def2-TZVPD" e_homo_ev=-8.4 e_tot_ev=-7830.3197 relative_energy_kcal_mol=46.1 gap_ev=9.374 smiles="CN(C)CC=O"
C 0.56 1.58 -0.21
N 0.68 0.16 0.07
C 0.38 -0.34 1.40
C 0.14 -0.75 -0.90
C -1.36 -0.97 -0.73
O -1.94 -2.00 -0.93
H 1.48 1.97 -0.65
H 0.38 2.14 0.71
H -0.27 1.82 -0.89
H 0.54 0.44 2.15
H -0.66 -0.71 1.46
H 1.03 -1.19 1.64
H 0.65 -1.73 -0.83
H 0.30 -0.37 -1.92
H -1.91 -0.06 -0.38

# 3
15
Properties=species:S:1:pos:R:3 method="wB97M-V/def2-TZVPD" e_homo_ev=-9.2 e_tot_ev=-7829.6506 relative_energy_kcal_mol=61.6 gap_ev=10.229 smiles=COC[C@H]1CN1
C 2.21 0.52 -0.07
O 0.81 0.49 0.04
C 0.27 -0.81 0.08
C -1.24 -0.69 -0.07
C -2.01 0.47 0.43
N -1.74 0.31 -1.00
H 2.56 -0.01 -0.97
H 2.70 0.07 0.81
H 2.51 1.57 -0.14
H 0.51 -1.33 1.02
H 0.71 -1.42 -0.74
H -1.83 -1.58 0.09
H -1.48 1.19 1.03
H -3.06 0.31 0.66
H -0.93 0.91 -1.20

# 4
15
Properties=species:S:1:pos:R:3 method="wB97M-V/def2-TZVPD" e_homo_ev=-9.8 e_tot_ev=-7831.6858 relative_energy_kcal_mol=14.6 gap_ev=10.781 smiles="CCCC(N)=O"
C 2.25 0.17 -0.31
C 0.80 0.12 -0.75
C -0.13 -0.50 0.30
C -1.55 0.29 0.18
N -2.69 -0.20 0.75
O -1.64 1.33 -0.45
H 2.80 0.72 -1.08
H 2.70 -0.82 -0.21
H 2.34 0.65 0.67
H 0.37 1.12 -0.87
H 0.77 -0.39 -1.73
H -0.05 -1.62 0.23
H 0.28 -0.25 1.29
H -3.57 0.26 0.50
H -2.67 -0.88 1.48

# 5
15
Properties=species:S:1:pos:R:3 method="wB97M-V/def2-TZVPD" e_homo_ev=-8.4 e_tot_ev=-7830.0346 relative_energy_kcal_mol=52.7 gap_ev=9.048 smiles="C=CN.CC=O"
C -3.27 0.20 1.61
C -2.65 1.16 0.94
N -2.35 1.27 -0.40
H -3.59 -0.71 1.10
H -3.38 0.19 2.68
H -2.29 2.04 1.48
H -2.62 0.58 -1.08
H -1.48 1.70 -0.70
C 2.65 -1.00 -0.40
C 3.75 -0.72 -1.37
O 4.91 -0.60 -1.09
H 1.70 -0.71 -0.84
H 2.77 -0.67 0.64
H 2.48 -2.06 -0.16
H 3.37 -0.68 -2.41

# 6
15
Properties=species:S:1:pos:R:3 method="wB97M-V/def2-TZVPD" e_homo_ev=-9.6 e_tot_ev=-7831.6404 relative_energy_kcal_mol=15.7 gap_ev=10.446 smiles="CCC(=O)NC"
C 1.33 0.20 -1.91
C -0.04 -0.12 -1.33
C -0.15 0.44 0.17
O 0.18 1.56 0.46
N -0.69 -0.50 0.91
C -0.89 -0.12 2.37
H 1.36 -0.03 -2.98
H 2.12 -0.38 -1.42
H 1.55 1.26 -1.77
H -0.82 0.44 -1.87
H -0.27 -1.18 -1.45
H -0.92 -1.42 0.61
H -0.36 -0.87 2.98
H -1.94 -0.13 2.66
H -0.46 0.86 2.59

# 7
15
Properties=species:S:1:pos:R:3 method="wB97M-V/def2-TZVPD" e_homo_ev=-9.4 e_tot_ev=-7830.6260 relative_energy_kcal_mol=39.1 gap_ev=10.256 smiles="C=CC.NC=O"
C -2.56 -1.09 0.54
C -1.38 -0.86 1.08
C -0.97 0.47 1.67
H -2.80 -2.06 0.10
H -3.23 -0.31 0.18
H -0.67 -1.68 1.04
H -0.10 0.48 2.31
H -1.89 0.86 2.12
H -0.83 1.18 0.84
N 2.22 0.69 -2.28
C 2.63 0.32 -1.04
O 2.61 1.05 -0.08
H 2.11 1.67 -2.47
H 1.97 0.03 -3.00
H 2.89 -0.75 -1.01

# 8
15
Properties=species:S:1:pos:R:3 method="wB97M-V/def2-TZVPD" e_homo_ev=-9.7 e_tot_ev=-7830.4238 relative_energy_kcal_mol=43.7 gap_ev=10.764 smiles=C[C@@H](O)[C@H]1CN1
C 0.43 -1.84 -0.20
C -0.25 -0.57 -0.75
O -1.63 -0.54 -0.43
C 0.45 0.62 -0.11
C -0.20 1.93 0.14
N -0.12 0.93 1.20
H -0.24 -2.69 -0.29
H 1.36 -2.06 -0.73
H 0.67 -1.71 0.86
H -0.18 -0.55 -1.84
H -1.65 -0.24 0.50
H 1.53 0.63 -0.22
H -1.21 2.13 -0.23
H 0.44 2.80 0.21
H 0.58 1.15 1.90